1.
Entry from the Open Molecules 2025 dataset: an isolated ion of composition C4H13N3 and charge +2 in a non-equilibrium geometry (the ωB97M-V functional and the def2-TZVPD basis).

Geometry as XYZ:
```
20
Properties=species:S:1:pos:R:3:mulliken_charge:R:1
C 2.884 -0.326 0.783 -0.944
N 1.451 -0.081 0.618 -0.181
C 0.957 0.331 -0.508 0.663
N 1.750 0.655 -1.480 -0.333
C -0.848 0.214 -0.711 -0.742
N -1.498 0.011 0.606 -0.273
C -2.919 -0.225 0.679 -0.839
H 3.186 -1.303 0.361 0.369
H 3.010 -0.400 1.906 0.318
H 3.629 0.393 0.391 0.343
H 0.924 -0.310 1.476 0.233
H 1.254 0.560 -2.415 0.282
H 2.597 1.146 -1.390 0.246
H -1.260 0.936 -1.399 0.481
H -1.104 -0.735 -1.220 0.473
H -1.305 0.943 1.077 0.438
H -0.854 -0.578 1.192 0.357
H -3.385 0.665 0.376 0.363
H -3.204 -1.014 0.050 0.375
H -3.086 -0.644 1.672 0.371
```

Output
Charge: +2
Spin multiplicity: 1
Structure (SMILES): C/[NH+]=C(\N)C[NH2+]C
E_HOMO, eV: -19.4
Kohn-Sham gap, Ha: 0.4222

2.
Entry from the Open Molecules 2025 dataset: C26H16Cl3CoGeN4O4 as an isolated structure in a non-equilibrium geometry (the ωB97M-V functional and the def2-TZVPD basis).

Geometry as XYZ:
```
55
Properties=species:S:1:pos:R:3:lowdin_spin:R:1
Co -0.610 -1.185 -1.015 0.953
O 5.839 -1.641 0.886 -0.001
C 5.474 -0.878 -0.020 0.000
O 6.049 -0.089 -0.778 0.001
C 3.920 -0.952 -0.276 0.001
C 3.351 -0.151 -1.253 0.000
C 1.977 -0.223 -1.427 0.001
N 1.247 -1.029 -0.659 -0.004
C 1.788 -1.833 0.255 0.003
C 3.151 -1.822 0.483 -0.001
C 0.769 -2.670 0.941 0.002
C 1.041 -3.583 1.942 0.000
C -0.017 -4.293 2.501 0.000
C -1.302 -4.070 2.045 0.000
C -1.503 -3.148 1.027 0.000
N -0.494 -2.464 0.492 -0.001
C 1.151 0.494 -2.433 0.001
C 1.620 1.507 -3.242 0.000
C 0.740 2.099 -4.140 0.001
C -0.568 1.658 -4.199 0.000
C -0.968 0.640 -3.348 0.001
N -0.131 0.078 -2.483 -0.002
H 3.988 0.488 -1.851 0.000
H 3.634 -2.445 1.224 0.000
H 2.056 -3.743 2.279 0.000
H 0.170 -5.011 3.288 0.000
H -2.147 -4.604 2.455 0.000
H -2.479 -2.963 0.596 0.000
H 2.648 1.835 -3.175 0.000
H 1.081 2.897 -4.786 0.000
H -1.278 2.088 -4.892 0.000
H -1.977 0.247 -3.351 0.000
O -4.549 -1.329 -1.215 -0.002
C -3.380 -1.032 -1.099 0.001
O -2.363 -1.713 -1.520 0.002
C -3.019 0.270 -0.390 0.002
C -4.038 1.198 -0.091 0.001
C -3.693 2.379 0.489 -0.002
C -2.331 2.651 0.765 0.002
C -1.896 3.864 1.350 0.000
C -0.569 4.088 1.581 0.000
C 0.385 3.107 1.235 -0.001
C -0.009 1.922 0.677 0.000
C -1.377 1.666 0.436 0.003
N -1.749 0.470 -0.120 0.040
H -5.056 0.932 -0.338 0.000
H -4.443 3.122 0.736 0.000
H -2.637 4.612 1.609 0.000
H -0.243 5.019 2.027 0.000
H 1.435 3.294 1.424 0.000
H 0.716 1.161 0.421 0.000
Cl 1.920 0.333 2.944 0.000
Ge 0.001 -0.423 3.354 -0.002
Cl -1.434 1.037 3.759 -0.001
Cl 0.112 -1.861 4.880 -0.001
```

Output
Charge: +1
Spin multiplicity: 2
<S²>: 0.757
E_HOMO (spin up / spin down), eV: -10.5 / -10.5
Kohn-Sham gap (spin up / spin down), Ha: 0.0868 / 0.0867

3.
Entry from the Open Molecules 2025 dataset: C2H4N2S in the gas phase in a non-equilibrium geometry (the ωB97M-V functional and the def2-TZVPD basis).

Geometry as XYZ:
```
9
Properties=species:S:1:pos:R:3:mulliken_charge:R:1
C 0.137 0.209 0.274 -0.186
C -0.971 -0.831 0.373 -0.083
N 1.395 -0.658 0.380 -0.472
N -0.188 -1.994 0.272 -0.305
S -0.637 -1.895 1.826 -0.012
H -0.158 0.622 -0.693 0.203
H 0.175 1.077 0.967 0.262
H -1.991 -0.831 -0.028 0.379
H 1.999 -0.906 -0.391 0.215
```

Output
Charge: 0
Spin multiplicity: 1
E_HOMO (spin up / spin down), eV: -8.4 / -9.1
Kohn-Sham gap (spin up / spin down), Ha: 0.3125 / 0.3242

4.
Entry from the Open Molecules 2025 dataset: a 2-piece molecular cluster, C3H5F2N overall in a non-equilibrium geometry (the ωB97M-V functional and the def2-TZVPD basis).

Geometry as XYZ:
```
11
Properties=species:S:1:pos:R:3:mulliken_charge:R:1
C 0.869 -0.039 -0.825 -0.170
C -1.345 -0.432 0.089 -0.878
C -0.450 0.581 -0.598 -0.208
N 1.583 -0.689 1.726 0.013
F 1.686 0.822 -1.486 -0.158
F 2.850 -1.038 1.726 -0.066
H -0.626 -0.858 0.726 0.270
H -1.580 -1.054 -0.736 0.327
H -2.074 0.124 0.677 0.305
H -0.062 1.383 0.241 0.233
H -0.850 1.199 -1.540 0.333
```

Output
Charge: 0
Spin multiplicity: 1
E_HOMO (spin up / spin down), eV: -9.3 / -9.1
Kohn-Sham gap (spin up / spin down), Ha: 0.3061 / 0.3076

Calculated values (kcal/mol) of ΔE to the lowest compared entry with this formula, charge and spin for the records, taken in order: 75.7, 11.4, 112.2, 185.1.